(1)
This record from the OMol25 dataset describes C32H30BrN7O2Ti as an isolated structure. The level of theory is the ωB97M-V functional and the def2-TZVPD basis.

XYZ file:
```
73
Properties=species:S:1:pos:R:3:forces:R:3
Ti 0.089 -1.056 -0.561 0.0 0.1 0.0
C -3.470 3.070 0.526 0.0 0.0 -0.1
C -3.511 2.051 -0.414 0.0 0.0 0.0
C -2.694 0.939 -0.263 0.0 0.0 0.0
C -1.834 0.850 0.830 0.0 0.2 -0.1
C -1.800 1.865 1.782 0.0 0.0 -0.2
C -2.617 2.970 1.618 0.0 0.0 0.0
N -0.990 -0.281 0.915 -0.1 -0.2 0.4
N -0.734 -0.684 2.146 -0.1 -0.1 -0.1
C -0.091 -1.905 2.129 -0.1 0.0 0.4
C 0.139 -2.564 3.349 0.0 0.0 -0.1
C 0.683 -3.828 3.326 0.0 0.0 0.0
C 1.017 -4.433 2.108 0.0 0.0 0.0
C 0.827 -3.760 0.911 0.0 0.0 0.0
C 0.255 -2.488 0.901 0.1 0.3 0.0
H -4.106 3.937 0.415 0.0 0.0 0.0
H -4.184 2.114 -1.259 0.0 0.0 0.0
H -2.732 0.133 -0.992 0.0 0.0 0.1
H -1.135 1.784 2.628 0.0 0.0 0.1
H -2.585 3.763 2.353 0.0 0.0 0.0
H -0.129 -2.076 4.276 0.0 0.0 0.0
H 0.856 -4.358 4.253 0.0 0.0 0.0
H 1.447 -5.425 2.107 0.0 0.0 0.0
H 1.142 -4.229 -0.016 0.0 0.0 0.0
Br -0.036 3.436 4.962 0.0 0.0 0.0
C 1.448 3.577 3.800 0.1 -0.1 0.0
C 1.802 4.817 3.290 0.0 -0.1 0.0
C 2.899 4.907 2.450 0.0 -0.1 0.0
C 3.598 3.762 2.085 0.0 0.0 -0.1
C 3.267 2.530 2.636 0.0 -0.1 0.0
C 2.188 2.440 3.498 -0.1 0.0 0.1
N 4.707 3.994 1.204 0.0 0.4 0.2
N 4.988 3.275 0.246 0.2 -0.4 -0.2
C 4.196 2.121 -0.086 0.1 0.1 0.0
C 4.798 0.889 -0.090 -0.2 0.1 0.0
C 4.058 -0.287 -0.336 -0.3 0.3 0.0
C 2.715 -0.187 -0.601 0.2 0.0 -0.1
O 1.917 -1.236 -0.851 0.3 -0.2 -0.2
C 2.099 1.092 -0.679 0.3 -0.1 0.0
N 0.768 1.087 -0.977 -0.1 -0.1 0.1
C 0.174 2.247 -1.166 0.0 0.2 0.0
C 0.850 3.475 -1.062 0.0 -0.1 0.0
C 2.169 3.490 -0.699 0.0 0.0 0.0
C 2.838 2.266 -0.476 -0.1 -0.1 0.0
H 1.244 5.700 3.563 0.0 0.0 0.0
H 3.220 5.865 2.067 0.0 0.0 0.0
H 3.840 1.639 2.409 0.0 0.1 0.0
H 1.923 1.487 3.936 0.0 0.0 0.0
H 5.850 0.819 0.147 0.1 0.0 0.0
H 4.531 -1.257 -0.305 0.0 -0.1 0.0
H -0.881 2.229 -1.405 0.0 0.0 0.0
H 0.308 4.389 -1.251 0.0 0.0 0.0
H 2.705 4.426 -0.605 0.0 0.0 0.0
C -3.254 -4.536 -2.382 0.0 0.0 0.0
N -2.727 -3.284 -1.844 0.1 0.1 -0.2
C -2.942 -3.092 -0.413 0.0 0.1 0.1
C -1.876 -2.513 -2.527 0.0 -0.2 0.0
O -1.028 -1.783 -1.898 -0.2 0.0 -0.3
N -1.860 -2.489 -3.866 -0.1 0.0 0.2
C -0.718 -1.920 -4.571 0.1 0.1 0.0
C -3.065 -2.652 -4.673 0.0 -0.1 0.0
H -2.706 -4.822 -3.276 0.0 0.0 0.0
H -4.318 -4.463 -2.606 0.0 0.0 0.0
H -3.107 -5.307 -1.625 0.0 0.0 0.0
H -3.980 -3.339 -0.196 0.0 0.0 0.0
H -2.760 -2.057 -0.130 0.0 -0.1 0.0
H -2.279 -3.740 0.165 0.0 0.0 0.0
H 0.176 -1.976 -3.954 -0.1 0.0 -0.1
H -0.909 -0.879 -4.842 0.0 0.0 0.0
H -0.558 -2.498 -5.481 0.0 0.0 0.0
H -3.942 -2.728 -4.037 0.0 0.0 0.0
H -2.999 -3.534 -5.311 0.0 0.0 0.0
H -3.173 -1.769 -5.304 0.0 0.0 0.0
```
Positions in Å, forces in eV/Å.

Total charge: +1
Total energy, eV: -141349.05811
Expectation value of S²: 0.773
HOMO-LUMO gap (alpha / beta), eV: 6.42 / 7.01
Energy above the lowest of the compared OMol25 structures with the same formula, charge and spin, kcal/mol: 14.0
Spin multiplicity: 2

=====

(2)
This record from the OMol25 dataset describes C32H30ClCoN6O6S3Se as an isolated structure in a non-equilibrium geometry. The level of theory is the ωB97M-V functional and the def2-TZVPD basis.

XYZ file:
```
80
Properties=species:S:1:pos:R:3:forces:R:3
Co 0.529 -1.064 0.896 1.0 1.7 1.5
C 2.300 2.143 -1.784 0.0 0.0 0.1
C 2.079 0.802 -1.116 0.4 0.1 0.1
N 1.299 0.698 -0.069 0.4 -0.1 0.5
N 0.942 1.903 0.523 -0.8 0.1 -0.5
C 0.569 1.779 1.744 0.5 -0.1 0.1
S 0.788 0.357 2.724 -0.2 -0.3 0.1
S -0.120 3.256 2.459 0.0 0.0 0.1
C 1.061 3.483 3.839 -0.1 -0.1 -0.3
C 2.389 3.967 3.334 0.0 0.0 0.0
C 3.366 3.056 2.942 0.0 0.0 0.0
C 4.582 3.502 2.443 0.0 0.0 0.0
C 4.836 4.861 2.327 0.0 0.0 0.0
C 3.857 5.775 2.695 0.0 0.0 0.0
C 2.641 5.328 3.189 0.0 0.0 0.0
C 2.830 -0.326 -1.612 -0.5 -0.3 -0.1
C 3.283 -0.371 -3.018 0.3 0.1 0.3
C 4.016 -1.556 -3.520 0.2 0.3 0.3
C 4.312 -2.628 -2.546 0.0 -0.1 -0.1
C 3.849 -2.582 -1.299 0.1 0.0 0.1
C 3.051 -1.450 -0.772 -0.2 0.9 -0.2
O 2.616 -1.495 0.397 0.0 -1.1 0.7
H 2.048 2.944 -1.098 0.0 0.0 -0.1
H 1.674 2.232 -2.676 0.0 0.0 0.0
H 3.341 2.249 -2.089 0.0 0.0 0.0
H 1.138 2.516 4.332 0.0 0.1 0.1
H 0.592 4.209 4.502 0.0 0.0 0.1
H 3.163 1.993 3.013 0.0 0.0 0.0
H 5.332 2.782 2.142 0.0 0.0 0.0
H 5.788 5.207 1.945 0.0 0.0 0.0
H 4.040 6.838 2.593 0.0 0.0 0.0
H 1.868 6.042 3.452 0.0 0.0 0.0
H 3.456 0.578 -3.513 -0.1 -0.1 -0.1
H 4.711 -1.442 -4.346 0.0 0.0 0.0
H 4.929 -3.456 -2.878 0.0 0.0 0.0
H 4.036 -3.381 -0.592 0.0 0.0 0.0
Se -5.839 -4.953 -1.185 0.0 0.0 0.0
N -5.377 -4.021 0.276 0.0 0.1 0.1
C -4.094 -3.840 0.220 -0.1 -0.1 0.0
C -3.386 -3.062 1.227 0.1 0.1 0.1
C -4.032 -2.463 2.305 -0.1 -0.1 0.0
C -3.294 -1.711 3.187 0.0 0.0 0.0
C -1.953 -1.479 2.898 0.0 0.1 0.1
N -1.327 -2.004 1.855 -0.1 -0.6 -0.7
C -2.014 -2.884 1.073 0.1 0.1 0.0
C -1.252 -3.670 0.051 -0.2 -0.3 0.4
N 0.015 -3.675 0.387 -0.6 -0.6 -0.7
C 0.404 -3.660 -1.959 1.0 -3.1 -0.5
C -0.181 -4.660 -2.828 -1.7 0.6 0.6
C -1.411 -4.900 -2.307 0.1 -0.3 0.1
C -1.944 -4.290 -1.074 -0.1 0.1 0.1
C -3.375 -4.400 -0.929 0.0 0.0 -0.1
N -4.154 -5.019 -1.794 0.0 0.0 0.0
H -5.098 -2.613 2.425 0.0 0.0 0.0
H -3.741 -1.262 4.063 0.0 0.0 0.0
H -1.361 -0.818 3.519 0.0 0.1 -0.1
H 1.470 -1.770 -2.410 -0.5 1.2 -0.3
H 0.257 -5.118 -3.699 0.0 0.2 -0.1
H -2.122 -5.540 -2.820 0.0 -0.1 0.1
O 2.650 -1.345 -3.890 -0.1 -0.1 -0.2
Cl 0.210 -2.112 -2.166 3.0 -1.0 -1.7
O -0.324 -1.787 -3.498 -0.8 0.0 0.7
O 0.742 -4.252 -0.726 0.2 1.4 0.3
O 0.207 -1.599 -0.812 -0.9 0.8 -1.2
C -4.966 0.730 0.504 0.1 -0.1 -0.1
C -4.047 1.027 -0.673 -0.1 0.2 0.3
S -2.329 1.231 -0.107 0.1 -0.2 -0.5
O -1.639 -0.049 -0.468 -0.5 0.3 0.5
C -1.805 2.397 -1.386 0.0 0.3 0.2
C -2.232 3.821 -1.053 0.0 -0.1 0.0
H -5.991 0.574 0.164 0.0 0.0 0.0
H -4.956 1.553 1.219 0.0 0.0 0.0
H -4.642 -0.174 1.020 0.0 0.0 0.0
H -4.346 1.945 -1.182 0.0 0.0 0.0
H -4.013 0.200 -1.384 0.1 0.1 -0.1
H -2.189 2.035 -2.341 0.1 0.0 0.0
H -0.719 2.318 -1.365 0.0 -0.1 0.0
H -3.317 3.940 -1.066 0.0 0.0 0.0
H -1.807 4.520 -1.773 0.0 0.0 0.0
H -1.866 4.094 -0.062 0.0 0.0 0.0
```
Positions in Å, forces in eV/Å.

Total charge: -1
Total energy, eV: -202883.34283
Expectation value of S²: 1.229
HOMO-LUMO gap (alpha / beta), eV: 6.08 / 6.10
Energy above the lowest of the compared OMol25 structures with the same formula, charge and spin, kcal/mol: 257.8
Spin multiplicity: 2

=====

(3)
This record from the OMol25 dataset describes a 2-piece molecular cluster, C32H30ClF5N2O3 overall in a non-equilibrium geometry. The level of theory is the ωB97M-V functional and the def2-TZVPD basis.

XYZ file:
```
73
Properties=species:S:1:pos:R:3:forces:R:3
C -2.568 0.734 -3.532 -0.3 -0.1 0.0
C -1.228 1.271 -3.105 0.2 -0.1 0.1
O -0.470 0.174 -2.548 -0.2 0.5 -0.3
C 0.824 0.515 -2.224 0.6 0.1 0.5
C 1.661 -0.642 -2.048 -1.0 0.2 0.1
C 3.007 -0.625 -2.450 1.8 0.1 -0.2
C 3.766 0.583 -2.509 0.2 -0.4 0.0
C 5.091 0.559 -2.936 -0.8 -1.6 -0.1
Cl 5.988 2.020 -2.961 0.4 0.5 -0.1
C 5.694 -0.644 -3.346 -0.1 0.4 0.1
C 4.974 -1.844 -3.236 0.0 0.4 0.0
C 3.669 -1.847 -2.774 -0.2 0.5 0.1
O 1.126 1.707 -2.098 -0.2 -0.8 0.0
H -3.091 1.494 -4.120 0.0 -0.1 0.1
H -2.451 -0.158 -4.158 0.0 0.1 0.1
H -3.194 0.499 -2.665 0.1 -0.1 -0.1
H -0.680 1.673 -3.971 -0.1 0.0 0.4
H -1.330 2.065 -2.351 0.1 -0.1 -0.3
H 1.143 -1.593 -2.034 0.0 0.0 -0.3
H 3.298 1.515 -2.204 0.1 -0.2 -0.2
H 6.706 -0.617 -3.740 -0.1 -0.1 0.1
H 5.447 -2.781 -3.525 -0.1 0.2 0.1
H 3.100 -2.775 -2.669 0.2 0.2 -0.1
C -4.269 -1.212 -0.229 -0.1 -0.3 -0.3
N -3.112 -0.442 0.164 -0.1 0.9 0.2
C -3.158 0.920 0.280 -0.6 0.2 -1.1
O -4.076 1.641 -0.105 0.9 -0.8 0.9
C -1.818 1.370 0.860 -0.3 0.0 -0.9
C -1.931 1.794 2.321 0.3 -0.3 0.3
C -2.908 2.908 2.481 -0.4 0.6 0.1
C -4.163 2.699 3.052 0.0 -0.3 -0.1
F -4.492 1.451 3.484 0.2 0.8 -0.2
C -5.115 3.709 3.131 -0.2 0.0 0.1
F -6.332 3.464 3.657 0.7 0.2 -0.3
C -4.806 4.978 2.636 -0.1 0.1 0.0
F -5.721 5.962 2.691 0.6 -0.6 0.0
C -3.552 5.221 2.070 0.0 0.3 -0.1
F -3.256 6.442 1.581 -0.2 -0.8 0.3
C -2.627 4.185 1.995 0.1 0.1 -0.2
F -1.435 4.413 1.377 -0.8 -0.1 0.5
N -1.016 0.166 0.672 0.8 0.6 0.7
C 0.310 0.208 0.801 -0.6 -0.3 -0.1
C 1.117 -0.913 0.935 0.2 0.0 0.6
C 2.452 -0.847 0.583 -0.4 1.0 0.2
C 3.403 -1.845 1.016 0.7 -1.3 -0.1
C 4.695 -1.477 1.473 -0.7 0.1 -0.2
C 5.503 -2.401 2.126 -0.1 -0.4 0.0
C 5.079 -3.733 2.268 -0.2 0.4 -0.2
C 3.857 -4.139 1.713 0.1 0.2 0.0
C 3.025 -3.209 1.093 0.2 0.4 0.2
C -1.846 -1.042 0.571 -0.2 -0.5 0.4
C -1.993 -1.733 1.937 -0.1 0.0 0.1
C -1.340 -2.044 -0.458 0.1 0.1 -0.4
H -5.176 -0.638 -0.010 0.3 -0.1 -0.1
H -4.239 -1.439 -1.306 -0.1 0.1 0.3
H -4.287 -2.156 0.326 -0.1 0.2 -0.1
H -1.414 2.207 0.267 -0.1 -0.4 0.1
H -2.252 0.938 2.925 0.2 0.3 -0.1
H -0.932 2.109 2.654 -0.2 -0.1 0.0
H 0.753 1.208 0.758 -0.1 -0.2 -0.3
H 0.708 -1.834 1.363 0.3 0.4 -0.4
H 2.848 0.111 0.241 -0.1 -0.2 0.0
H 5.009 -0.437 1.351 0.0 -0.3 0.1
H 6.465 -2.089 2.538 -0.3 -0.1 -0.2
H 5.701 -4.452 2.807 -0.2 0.2 -0.2
H 3.545 -5.183 1.777 0.1 0.3 0.0
H 2.069 -3.511 0.660 0.3 0.0 0.2
H -2.577 -1.109 2.623 0.1 -0.2 -0.1
H -2.509 -2.691 1.793 0.1 0.2 0.2
H -1.011 -1.928 2.378 -0.2 0.0 0.0
H -1.080 -1.528 -1.389 -0.1 -0.2 0.2
H -0.456 -2.564 -0.078 -0.3 0.0 -0.2
H -2.121 -2.790 -0.651 0.2 0.2 0.1
```
Positions in Å, forces in eV/Å.

Total charge: 0
Total energy, eV: -68900.86801
HOMO-LUMO gap, eV: 4.38
Energy above the lowest of the compared OMol25 structures with the same formula, charge and spin, kcal/mol: 0.0
Spin multiplicity: 1

=====

Question: The lowest total energy belongs to which entry?
Answer: C32H30ClCoN6O6S3Se